[1]
ORCA calculation (ωB97M-V with the def2-TZVPD basis set) on a structure of composition C37H50BN8O2Sn at a distorted geometry.

Cartesian coordinates (Å):
Sn 0.161538 -1.047488 0.796003
C -5.478181 0.491737 0.129101
C -4.421582 -0.381775 0.718557
C -4.548429 -1.453232 1.565556
C -3.173452 -1.943022 1.832811
N -2.327870 -1.186314 1.171000
N -3.083315 -0.248465 0.504482
B -2.390217 0.819606 -0.438262
N -1.689197 0.056454 -1.552793
N -0.705867 -0.883354 -1.330555
C -0.408676 -1.429003 -2.525110
C -1.191404 -0.820632 -3.509348
C -1.989017 0.100447 -2.871242
C -3.028321 0.988903 -3.475990
C 0.609767 -2.520335 -2.775344
C 1.140170 -3.129369 -1.481688
C 1.779150 -1.916851 -3.573017
C -0.042826 -3.622248 -3.620587
N -1.437579 1.655518 0.402704
N -0.407500 1.112430 1.137594
C 0.110847 2.095770 1.883749
C -0.576860 3.278702 1.607437
C -1.549970 2.970354 0.677456
C -2.562451 3.884885 0.063841
C 1.249193 1.890727 2.858238
C 2.544463 1.614929 2.080168
C 1.437084 3.152936 3.702063
C 0.945010 0.708057 3.789757
C -2.838067 -3.085024 2.696150
C -3.584259 -4.329231 2.140882
C -1.343577 -3.369116 2.778668
C -3.396270 -2.773748 4.113347
H -6.454662 0.162458 0.476213
H -5.467361 0.447277 -0.960027
H -5.339035 1.532501 0.421883
H -5.472645 -1.853092 1.958774
H -3.230629 1.518317 -0.899919
H -1.191091 -1.031643 -4.567783
H -3.003303 0.887059 -4.557924
H -2.870809 2.038693 -3.223003
H -4.029616 0.715964 -3.138847
H 1.727541 -2.402741 -0.915866
H 1.801782 -3.967555 -1.706328
H 0.323978 -3.514982 -0.860014
H 2.246926 -1.101643 -3.019806
H 1.435104 -1.527640 -4.532658
H 2.530564 -2.685006 -3.770907
H -0.866676 -4.097928 -3.083848
H 0.699354 -4.386316 -3.857273
H -0.428089 -3.231203 -4.562729
H -0.404766 4.252067 2.037889
H -2.401681 4.896580 0.425397
H -3.580518 3.591003 0.322057
H -2.492766 3.894070 -1.025249
H 2.750802 2.428963 1.378671
H 2.473069 0.680773 1.520010
H 3.386127 1.539346 2.773363
H 1.747688 4.001338 3.088673
H 2.210347 2.980539 4.451516
H 0.518726 3.424366 4.226939
H 0.838159 -0.230750 3.238278
H 0.026056 0.879827 4.353734
H 1.760479 0.576343 4.503482
H -3.254364 -4.571657 1.129093
H -4.666364 -4.188579 2.128744
H -3.364976 -5.173304 2.794548
H -0.931770 -3.629794 1.800465
H -1.177102 -4.219005 3.439712
H -0.797913 -2.518519 3.194492
H -4.476739 -2.619714 4.104930
H -2.923058 -1.888089 4.541316
H -3.186480 -3.630539 4.753909
O 2.355861 6.256291 -4.058440
C 1.464404 5.370431 -3.627471
O 0.289731 5.531887 -3.765153
C 1.935298 4.108480 -2.919855
C 0.928188 3.126856 -2.710175
C 1.218553 1.983343 -2.042685
C 2.549656 1.753842 -1.561896
C 3.560483 2.759784 -1.764058
C 3.251969 3.896900 -2.442585
N 2.757825 0.611768 -0.889526
C 3.919258 0.044173 -0.767110
C 4.154779 -1.011831 0.186236
C 5.449631 -1.492566 0.350960
C 5.678651 -2.484150 1.298063
C 4.604188 -2.949432 2.027162
C 3.331995 -2.404527 1.786338
N 3.103436 -1.464302 0.894244
H 3.280720 6.024833 -3.920434
H -0.066620 3.333338 -3.080124
H 0.460778 1.232861 -1.845720
H 4.562314 2.619250 -1.378012
H 4.033707 4.633262 -2.584483
H 4.772375 0.319155 -1.392358
H 6.264094 -1.093640 -0.243607
H 6.673538 -2.880028 1.454970
H 4.726978 -3.725590 2.771903
H 2.471586 -2.760425 2.346276

Cartesian forces, eV/Å:
Sn -0.345 0.145 -0.215
C 0.090 -0.027 0.004
C 1.160 0.604 -0.533
C -0.102 -0.669 0.555
C 0.278 0.260 -0.254
N -0.302 -0.462 0.387
N -1.281 0.605 -0.397
B 0.120 0.069 -0.078
N -0.046 -0.007 -0.132
N -0.005 0.144 0.183
C 0.131 -0.075 0.007
C 0.102 -0.078 -0.145
C -0.074 -0.002 0.008
C 0.030 0.002 0.127
C 0.069 0.033 -0.054
C -0.119 0.043 -0.031
C -0.082 -0.051 -0.035
C -0.088 -0.030 0.019
N -0.047 -0.009 0.022
N -0.318 -0.312 -0.477
C 0.131 0.257 0.134
C 0.140 0.168 0.147
C 0.060 0.038 0.065
C 0.028 -0.175 -0.027
C 0.124 -0.025 0.012
C -0.100 0.053 0.042
C -0.076 0.039 0.042
C -0.055 0.155 0.029
C -0.261 -0.427 0.394
C 0.054 0.157 -0.035
C -0.070 0.059 -0.041
C 0.036 0.062 -0.149
H 0.005 0.002 0.007
H 0.018 -0.037 0.030
H 0.010 -0.039 0.029
H 0.119 -0.038 0.013
H 0.000 -0.080 0.055
H 0.008 -0.007 0.101
H 0.012 -0.001 0.000
H 0.016 -0.049 -0.011
H 0.032 -0.008 -0.009
H 0.060 -0.018 0.028
H -0.021 0.025 -0.004
H 0.052 -0.021 -0.003
H 0.053 0.048 0.025
H 0.040 -0.005 0.031
H -0.046 0.053 0.018
H 0.022 0.008 -0.037
H -0.036 0.014 0.015
H 0.019 -0.037 0.035
H 0.001 -0.088 0.010
H 0.012 0.013 0.013
H 0.031 0.009 0.036
H 0.037 0.001 0.038
H 0.006 -0.016 0.061
H 0.022 0.130 0.114
H -0.048 -0.016 -0.027
H -0.006 -0.031 0.029
H -0.006 0.017 -0.038
H 0.051 -0.016 -0.005
H 0.036 -0.051 0.061
H 0.020 -0.024 -0.015
H -0.033 -0.003 -0.041
H 0.012 -0.024 0.041
H 0.040 -0.016 0.023
H -0.022 -0.004 -0.024
H 0.011 -0.016 -0.003
H -0.005 0.002 -0.003
H 0.011 0.000 0.020
H 0.041 -0.032 0.007
H 0.011 -0.050 0.008
H -0.017 0.030 0.006
O -0.170 -0.003 0.035
C 0.314 -0.070 0.017
O -0.200 0.083 -0.009
C -0.037 -0.134 -0.024
C 0.194 0.349 -0.083
C 0.188 -0.133 0.133
C -0.104 0.209 -0.127
C -0.168 -0.294 0.155
C -0.204 0.216 -0.102
N 0.334 -0.236 -0.149
C -0.076 0.008 0.100
C 0.097 0.005 -0.055
C 0.073 0.037 -0.091
C 0.030 -0.071 0.074
C -0.019 0.032 0.002
C 0.031 -0.006 0.006
N 0.104 -0.120 0.094
H 0.029 -0.086 -0.008
H 0.036 0.046 -0.032
H 0.134 0.011 -0.041
H -0.050 -0.070 0.038
H -0.082 0.045 -0.022
H -0.133 0.045 -0.097
H -0.053 -0.038 0.016
H -0.030 0.008 -0.005
H -0.013 0.036 -0.025
H 0.022 -0.034 -0.005

As for the total charge: +3. The calculation puts the HOMO energy (spin up / spin down) at -16.803 / -16.823 eV. The calculation puts the orbital gap (spin up / spin down) at 0.193 / 0.200 Ha.

***

[2]
ORCA calculation (ωB97M-V with the def2-TZVPD basis set) on a cluster of 2 separate species, C8H11BBrN4O6 in total.

Cartesian coordinates (Å):
C -3.198540 0.811712 1.944417
C -2.272279 0.812467 1.192277
N -1.074333 1.020015 0.580641
C -0.027588 0.263393 0.925071
N -0.055681 -0.738893 1.808143
C 1.168274 -1.193161 1.841745
O 1.606485 -2.146714 2.630588
N 2.026480 -0.537738 1.017997
B 3.493951 -0.732509 0.821014
O 4.231747 0.330857 0.393336
O 3.988601 -1.942594 1.131000
C 4.895987 -1.936607 2.268114
N 1.211673 0.424581 0.431028
Br 1.698118 1.687020 -0.798667
H -4.026187 0.800930 2.610073
H -0.958609 1.761851 -0.098585
H 1.100088 -2.959752 2.492813
H 4.439276 0.345604 -0.546067
H 4.931153 -2.947688 2.648312
H 5.878831 -1.603560 1.954646
H 4.537426 -1.278988 3.056217
C -4.063508 0.280509 -2.900870
C -2.814623 0.742653 -3.627014
O -2.584439 2.030113 -3.036798
C -3.179932 2.058793 -1.823841
O -3.022650 2.920778 -1.017688
O -3.953727 0.970563 -1.645521
H -4.101674 -0.791883 -2.735111
H -4.979860 0.603385 -3.394573
H -1.952487 0.104879 -3.422008
H -2.941973 0.839983 -4.700688

Cartesian forces, eV/Å:
C -0.081 -0.180 -0.142
C 0.066 0.674 0.572
N 0.214 -0.598 -0.188
C 0.089 0.120 -0.166
N -0.323 -0.154 0.067
C 0.156 -0.082 -0.016
O 0.241 -0.130 -0.279
N -0.135 0.055 -0.029
B 0.580 -0.131 -0.299
O -0.603 0.112 -0.163
O -0.423 0.271 0.684
C 0.197 -0.138 -0.264
N -0.055 0.344 -0.029
Br 0.059 -0.024 -0.006
H -0.153 -0.082 -0.068
H -0.241 0.149 0.035
H -0.189 0.003 0.323
H 0.411 0.048 0.066
H 0.063 -0.142 -0.010
H 0.138 -0.047 -0.061
H -0.142 0.050 0.044
C -0.063 -0.047 -0.092
C -0.056 -0.070 -0.034
O 0.084 -0.047 -0.012
C -0.128 -0.069 -0.162
O 0.273 -0.045 0.136
O 0.002 -0.025 -0.061
H 0.019 0.018 0.142
H 0.011 0.029 -0.013
H -0.007 -0.002 0.016
H -0.006 0.139 0.008

As for the total charge: +1. The calculation puts the HOMO energy at -12.591 eV. The calculation puts the orbital gap at 0.311 Ha.